The following is a DFT calculation (the ωB97M-V functional and the def2-TZVPD basis) of a 2-piece molecular cluster, C12H17N overall.

Results
E_tot = -521.9351 Eh
multiplicity = 2
ΔE to the lowest compared entry with this formula, charge and spin = 4.7 kcal/mol
total charge = +1
HOMO energy (spin up / spin down) = -13.049 / -13.552 eV
<S²> = 0.77
frontier orbital gap (spin up / spin down) = 9.30 / 6.58 eV

The geometry in XYZ format:
```
30
Properties=species:S:1:pos:R:3:forces:R:3
C -3.27134 -1.13416 0.49214 0.046 -0.287 -0.471
C -0.30277 0.48634 2.06861 -1.130 0.403 -0.377
C -1.42401 0.55159 1.19750 0.082 -0.471 0.397
C -2.03284 -0.72890 1.18502 -0.265 0.471 0.215
C -1.27888 -1.53186 2.09120 0.153 0.028 -0.399
C 0.50109 1.56709 2.28365 1.150 -0.147 0.049
C 0.20104 2.77819 1.63527 -0.476 -0.670 -0.577
C -0.92831 2.85953 0.82437 0.010 0.338 0.197
C -1.75888 1.76588 0.59993 -0.013 0.857 0.189
N -0.32052 -0.80259 2.63895 0.990 -0.074 -0.389
H 1.44479 1.46635 2.81020 -0.247 0.100 0.346
H 0.85747 3.63268 1.70243 0.040 -0.021 0.263
H 0.48261 -1.16699 3.13274 -0.210 -0.182 0.225
H -1.17118 3.82657 0.40376 -0.077 -0.117 -0.151
H -1.35816 -2.59909 2.23183 -0.091 0.046 0.296
H -2.68463 1.94777 0.06938 0.079 -0.402 -0.251
H -3.45670 -2.20251 0.58691 -0.134 0.062 0.208
H -3.22766 -0.93639 -0.58298 0.159 0.157 0.069
H -4.12182 -0.55947 0.86490 -0.034 -0.103 0.121
C 2.61224 -0.48599 -2.04967 -0.471 0.089 -0.706
C 1.67447 0.04243 -3.14724 0.282 -0.057 -0.218
C 2.36308 -1.97479 -1.81293 -0.501 0.224 -0.111
H 3.62668 -0.32180 -2.41405 0.160 0.002 0.379
H 2.46880 0.07966 -1.12713 0.072 0.008 0.041
H 2.01121 -0.31857 -4.12294 -0.136 -0.210 0.061
H 1.28570 -2.18211 -1.78102 0.015 0.182 0.277
H 2.68723 -2.57389 -2.66423 0.438 -0.058 0.209
H 1.66922 1.12790 -3.25990 -0.024 0.017 0.320
H 0.65689 -0.31813 -2.99014 -0.083 0.139 -0.023
H 2.79518 -2.29473 -0.86655 0.216 -0.322 -0.190
```
Forces are in eV/Å.

The Mulliken scheme yields these atomic charges, measured in e: number 1, C, carries -1.27; number 2, C, carries -0.28; number 3, C, carries 1.13; number 4, C, carries 0.67; number 5, C, carries -0.51; number 6, C, carries -0.62; number 7, C, carries -0.56; number 8, C, carries -0.61; number 9, C, carries -0.46; number 10, N, carries 0.04; number 11, H, carries 0.38; number 12, H, carries 0.44; number 13, H, carries 0.28; number 14, H, carries 0.42; number 15, H, carries 0.42; number 16, H, carries 0.45; number 17, H, carries 0.38; number 18, H, carries 0.36; number 19, H, carries 0.33; number 20, C, carries -0.09; number 21, C, carries -1.15; number 22, C, carries -1.10; number 23, H, carries 0.24; number 24, H, carries 0.24; number 25, H, carries 0.34; number 26, H, carries 0.27; number 27, H, carries 0.35; number 28, H, carries 0.32; number 29, H, carries 0.29; number 30, H, carries 0.30